No. 1
{
  "formula": "C5H13BaO2",
  "method": "ωB97M-V with the def2-TZVPD basis set",
  "symbols": ["C", "O", "C", "H", "H", "H", "H", "H", "C", "O", "C", "C", "H", "H", "H", "H", "H", "H", "H", "H", "Ba"],
  "positions_angstrom": [[2.695, 0.968, -1.123], [1.410, 0.664, -0.637], [1.203, -0.547, 0.838], [2.846, 0.137, -1.830], [2.680, 1.916, -1.680], [3.504, 0.939, -0.376], [1.846, -1.395, 0.541], [2.068, -0.029, 1.279], [-2.814, 0.571, -0.671], [-1.577, 0.336, 0.006], [-1.267, -1.061, 0.156], [-0.117, -1.246, 1.121], [-2.963, 1.654, -0.742], [-2.779, 0.129, -1.676], [-3.624, 0.125, -0.080], [-1.037, -1.485, -0.833], [-2.166, -1.547, 0.559], [0.074, -2.325, 1.177], [-0.452, -0.929, 2.121], [0.621, 0.923, 1.697], [-0.151, 2.204, 0.154]],
  "mulliken_charge": [-0.726, -0.613, -0.698, 0.249, 0.273, 0.272, 0.359, 0.338, -0.661, -0.291, -0.508, -0.528, 0.253, 0.313, 0.298, 0.366, 0.465, 0.380, 0.316, -0.338, 1.479],
  "charge": 1,
  "fmax_ev_per_a": 4.639,
  "energy_ev": -10172.8427
}

***

No. 2
{
  "formula": "C5H13Br2N3O6",
  "method": "ωB97M-V with the def2-TZVPD basis set",
  "symbols": ["Br", "C", "C", "Br", "H", "H", "H", "H", "C", "N", "O", "O", "H", "H", "H", "C", "N", "O", "O", "H", "H", "H", "C", "N", "O", "O", "H", "H", "H"],
  "positions_angstrom": [[3.016, 1.112, 0.763], [1.146, 0.684, 0.677], [0.259, 1.717, 1.491], [-1.658, 1.567, 1.168], [0.977, -0.384, 0.820], [0.707, 0.864, -0.304], [0.564, 2.706, 1.149], [0.381, 1.701, 2.573], [-1.475, 0.715, -1.849], [-2.047, -0.298, -0.943], [-1.760, -0.258, 0.286], [-2.657, -1.275, -1.383], [-2.202, 1.173, -2.520], [-0.618, 0.361, -2.421], [-1.202, 1.673, -1.406], [1.236, -0.375, -1.756], [2.651, 0.132, -1.599], [2.898, 1.355, -1.552], [3.479, -0.715, -1.237], [0.429, 0.358, -1.724], [1.057, -1.097, -0.960], [1.239, -0.830, -2.746], [-0.775, -1.072, 2.299], [-1.039, -2.245, 1.408], [-2.198, -2.763, 1.413], [-0.162, -2.573, 0.679], [-1.152, -0.133, 1.894], [0.245, -0.805, 2.575], [-1.339, -1.295, 3.205]],
  "mulliken_charge": [-0.150, 0.200, -0.877, -0.308, 0.361, -0.269, 0.523, 0.421, -0.910, 0.809, -0.491, -0.515, 0.425, 0.439, 0.292, -1.581, 0.803, -0.464, -0.464, 0.413, 0.611, 0.462, -0.503, 0.964, -0.544, -0.556, 0.108, 0.434, 0.369],
  "charge": 0,
  "fmax_ev_per_a": 9.532,
  "de_lowest_kj_mol": 791.75
}

***

Repeat the second record exactly.
{
  "formula": "C5H13Br2N3O6",
  "method": "ωB97M-V with the def2-TZVPD basis set",
  "symbols": ["Br", "C", "C", "Br", "H", "H", "H", "H", "C", "N", "O", "O", "H", "H", "H", "C", "N", "O", "O", "H", "H", "H", "C", "N", "O", "O", "H", "H", "H"],
  "positions_angstrom": [[3.016, 1.112, 0.763], [1.146, 0.684, 0.677], [0.259, 1.717, 1.491], [-1.658, 1.567, 1.168], [0.977, -0.384, 0.820], [0.707, 0.864, -0.304], [0.564, 2.706, 1.149], [0.381, 1.701, 2.573], [-1.475, 0.715, -1.849], [-2.047, -0.298, -0.943], [-1.760, -0.258, 0.286], [-2.657, -1.275, -1.383], [-2.202, 1.173, -2.520], [-0.618, 0.361, -2.421], [-1.202, 1.673, -1.406], [1.236, -0.375, -1.756], [2.651, 0.132, -1.599], [2.898, 1.355, -1.552], [3.479, -0.715, -1.237], [0.429, 0.358, -1.724], [1.057, -1.097, -0.960], [1.239, -0.830, -2.746], [-0.775, -1.072, 2.299], [-1.039, -2.245, 1.408], [-2.198, -2.763, 1.413], [-0.162, -2.573, 0.679], [-1.152, -0.133, 1.894], [0.245, -0.805, 2.575], [-1.339, -1.295, 3.205]],
  "mulliken_charge": [-0.150, 0.200, -0.877, -0.308, 0.361, -0.269, 0.523, 0.421, -0.910, 0.809, -0.491, -0.515, 0.425, 0.439, 0.292, -1.581, 0.803, -0.464, -0.464, 0.413, 0.611, 0.462, -0.503, 0.964, -0.544, -0.556, 0.108, 0.434, 0.369],
  "charge": 0,
  "fmax_ev_per_a": 9.532,
  "de_lowest_kj_mol": 791.75
}